Entry P
# C7H15N2

A 2-piece molecular cluster, C7H15N2 overall (ωB97M-V/def2-TZVPD, the OMol25 dataset).

Last column: Mulliken charge in e.
CARTESIAN COORDINATES (ANGSTROEM)
C: -2.40 -1.10 2.19  0.1889
C: 1.38 0.42 0.28  0.0970
C: -1.95 0.21 0.18  -0.4204
C: -1.83 -1.94 3.21  -0.9645
C: -2.28 -0.42 -1.17  -0.9798
C: 3.43 0.90 -0.90  -0.8225
C: 1.22 1.21 -1.97  -0.6229
N: -2.10 -0.48 1.26  -0.0702
N: 1.94 0.76 -0.83  0.1239
H: 0.34 0.41 0.42  0.0150
H: 1.86 -0.06 1.16  0.2692
H: -1.80 1.26 0.19  0.6049
H: -1.05 -1.55 3.81  0.3394
H: -1.46 -2.85 2.77  0.2928
H: -2.81 -2.20 3.82  0.2647
H: -1.91 0.32 -2.05  0.2018
H: -3.35 -0.45 -1.30  0.3727
H: -1.86 -1.45 -1.33  0.2820
H: 3.55 1.13 -1.97  0.3141
H: 3.97 1.68 -0.39  0.3398
H: 3.85 0.00 -0.57  0.3957
H: 1.57 0.72 -2.84  0.3506
H: 0.15 1.13 -1.96  0.0390
H: 1.53 2.35 -2.00  0.3887

The total charge is +1.

=====

Entry Q
# C7H15N2

C7H15N2 as an isolated structure (ωB97M-V/def2-TZVPD, the OMol25 dataset).

Last column: Mulliken charge in e.
CARTESIAN COORDINATES (ANGSTROEM)
C: 0.05 1.30 -1.94  0.1543
C: 0.40 -0.44 1.28  0.1058
C: 0.33 -1.61 0.38  0.1906
C: 0.82 2.12 -2.92  -1.0598
C: -0.34 -0.35 2.59  -1.4724
C: 1.51 -2.09 -0.42  -1.5452
C: -1.75 -0.18 -0.10  -1.0964
N: 0.68 0.56 -1.17  -0.2698
N: -0.34 -0.36 0.03  0.4337
H: -1.03 1.42 -1.99  0.3804
H: 1.32 0.14 1.25  0.4392
H: -0.37 -2.40 0.65  0.4196
H: 1.88 1.90 -2.87  0.2980
H: 0.65 3.17 -2.68  0.2988
H: 0.44 1.93 -3.92  0.3231
H: -1.06 -1.17 2.69  0.3396
H: -0.87 0.59 2.67  0.3540
H: 0.37 -0.41 3.40  0.3987
H: 2.12 -2.72 0.21  0.3914
H: 2.10 -1.25 -0.77  0.3477
H: 1.18 -2.67 -1.27  0.3612
H: -2.09 -0.55 -1.07  0.3920
H: -2.27 -0.75 0.67  0.4289
H: -2.01 0.87 0.02  0.3866

The total charge is +1.

=====

Which is most stable, and by how much? entry Q, by 0.0822 hartree.

=====

Entry P
# H2NO2S

A 2-piece molecular cluster, H2NO2S overall (ωB97M-V/def2-TZVPD, the OMol25 dataset).

Last column: Mulliken charge in e.
CARTESIAN COORDINATES (ANGSTROEM)
N: 1.01 -1.92 -1.51  -0.4584
O: -1.29 3.11 0.74  -0.5271
O: -0.41 1.74 2.62  -0.5150
S: -0.69 1.83 1.18  0.1565
H: 0.89 -2.57 -0.77  0.1794
H: 0.49 -2.18 -2.26  0.1646

The total charge is -1.

=====

Entry Q
# H2NO2S

An isolated ion of composition H2NO2S and charge -1 (ωB97M-V/def2-TZVPD, the OMol25 dataset).

Last column: Mulliken charge in e.
CARTESIAN COORDINATES (ANGSTROEM)
N: -1.47 -0.39 0.20  -0.4729
O: -0.83 0.63 0.69  -0.2990
O: 1.35 0.52 -1.08  -0.5761
S: 1.14 0.43 0.38  0.0653
H: -1.31 -0.30 -0.86  0.1377
H: 1.12 -0.90 0.66  0.1451

The total charge is -1.

=====

Which is most stable, and by how much? entry P, by 0.0685 hartree.

=====

Entry P
# C4H8N2

An isolated ion of composition C4H8N2 and charge +2 (ωB97M-V/def2-TZVPD, the OMol25 dataset).

Last column: Mulliken charge in e.
CARTESIAN COORDINATES (ANGSTROEM)
C: 1.94 -0.08 0.05  -0.6604
N: 0.53 -0.07 -0.06  0.1144
C: -0.40 1.05 -0.02  0.2561
C: -1.70 0.56 0.00  -0.6197
N: -1.54 -0.89 0.05  0.0133
C: -0.25 -1.17 0.01  -0.0756
H: 2.36 -0.39 0.97  0.3860
H: 2.18 1.04 -0.06  0.2666
H: 2.30 -0.68 -0.66  0.3847
H: -0.12 2.14 -0.07  0.4410
H: -2.33 0.88 0.81  0.4120
H: -2.28 0.78 -0.86  0.4058
H: -2.42 -1.39 0.01  0.2589
H: 0.24 -2.25 0.08  0.4166

As for the SMILES: C[N+]1=CC[NH+]=C1. The total charge is +2.

=====

Entry Q
# C4H8N2

A 2-piece molecular cluster, C4H8N2 overall (ωB97M-V/def2-TZVPD, the OMol25 dataset).

Last column: Mulliken charge in e.
CARTESIAN COORDINATES (ANGSTROEM)
C: -0.94 0.01 -0.09  -0.2865
C: -2.15 -0.15 -0.07  0.3260
C: 2.43 0.56 0.22  -0.2327
C: 2.41 -0.33 -0.87  -0.2042
N: 1.46 -0.44 0.17  -0.0653
N: -3.55 -0.06 -0.11  -0.3515
H: 3.11 0.38 1.11  0.2956
H: 2.19 1.65 0.22  0.2903
H: 2.18 -0.19 -2.03  0.2963
H: 3.00 -1.23 -0.89  0.2983
H: 1.29 -1.14 0.79  0.3257
H: -3.91 -1.01 -0.51  0.4487
H: -3.91 0.75 -0.69  0.4241
H: -4.03 0.28 0.79  0.4355

The total charge is +2.

=====

Which is most stable, and by how much? entry P, by 0.2491 hartree.